*a*
The following is a quantum chemistry calculation of FH3OSi in the gas phase, from the OMol25 dataset.

Bonds (Å) are listed after each position.
CARTESIAN COORDINATES (ANGSTROEM)
1 Si -0.1990 0.0403 -0.0060  O3 1.641, H4 1.570, H5 1.427, H6 1.523
2 F -3.0740 -0.2298 0.0342  O3 1.509
3 O -1.7670 0.5231 -0.0201  Si1 1.641, F2 1.509
4 H 0.2585 -0.3550 1.4430  Si1 1.570
5 H -0.3299 1.4548 -0.1427  Si1 1.427
6 H 0.3035 -0.9432 -1.0550  Si1 1.523

Computed properties:
net charge: 0
frontier orbital gap: 0.40866 Ha
SMILES string: FO[SiH3]

*b*
The following is a quantum chemistry calculation of FH3OSi in the gas phase, from the OMol25 dataset.

Bonds (Å) are listed after each position.
CARTESIAN COORDINATES (ANGSTROEM)
1 Si -0.1055 -0.1520 -0.0343  O3 2.048, H4 1.576, H5 1.530, H6 1.570
2 F -0.5928 -2.8304 0.3807  O3 1.373
3 O -0.8971 -1.9460 -0.6249  Si1 2.048, F2 1.373
4 H 1.3499 -0.7452 -0.1536  Si1 1.576
5 H -1.1260 0.5861 -0.9037  Si1 1.530
6 H -0.1770 0.3332 1.4570  Si1 1.570

Computed properties:
net charge: 0
frontier orbital gap: 0.36691 Ha
SMILES string: FO[SiH3]

Short version: *a*, *b*, most stable first.